(1)
{
  "formula": "C30H30CoNO8P2",
  "method": "ωB97M-V/def2-TZVPD",
  "gap_ha": [0.200, 0.200],
  "charge": 2,
  "lumo_ha": [-0.2773, -0.2772],
  "species": ["Co", "O", "N", "C", "C", "C", "C", "C", "C", "C", "P", "C", "C", "C", "C", "C", "C", "C", "C", "C", "C", "C", "C", "H", "H", "H", "H", "H", "H", "H", "H", "H", "H", "H", "H", "H", "H", "H", "H", "C", "O", "P", "O", "C", "O", "C", "H", "H", "H", "H", "H", "H", "H", "H", "H", "O", "C", "O", "C", "C", "C", "C", "O", "C", "O", "C", "C", "H", "H", "H", "H", "H"],
  "xyz": [[0.8183, 0.0867, 0.9157], [2.4751, -1.3265, 2.4782], [1.1977, -1.4442, 1.9300], [0.5993, -2.4994, 2.3229], [-0.7361, -2.9243, 1.9431], [-1.1354, -4.1722, 2.4277], [-2.3502, -4.7204, 2.0502], [-3.1698, -4.0341, 1.1694], [-2.7855, -2.7911, 0.6807], [-1.5823, -2.2151, 1.0727], [-1.2244, -0.5686, 0.4141], [-2.5504, 0.5098, 0.9698], [-2.6226, 1.7835, 0.3983], [-3.6146, 2.6641, 0.7950], [-4.5164, 2.2948, 1.7839], [-4.4349, 1.0391, 2.3674], [-3.4604, 0.1416, 1.9576], [-1.2715, -0.7309, -1.3702], [-0.2634, -1.4989, -1.9594], [-0.2499, -1.6900, -3.3282], [-1.2423, -1.1164, -4.1131], [-2.2473, -0.3608, -3.5323], [-2.2696, -0.1612, -2.1581], [3.0223, -1.0158, 1.7410], [1.1826, -3.1599, 2.9596], [-0.4810, -4.7207, 3.0921], [-2.6468, -5.6869, 2.4314], [-4.1117, -4.4622, 0.8560], [-3.4352, -2.2663, -0.0089], [-1.9174, 2.0766, -0.3703], [-3.6863, 3.6391, 0.3313], [-5.2896, 2.9837, 2.0943], [-5.1426, 0.7493, 3.1315], [-3.4258, -0.8451, 2.4041], [0.5075, -1.9622, -1.3499], [0.5236, -2.2934, -3.7818], [-1.2372, -1.2701, -5.1832], [-3.0237, 0.0711, -4.1478], [-3.0627, 0.4183, -1.7149], [-0.3950, 3.6399, 1.9749], [-0.5572, 2.4040, 2.7317], [0.5821, 1.3372, 2.7223], [1.8873, 2.1666, 2.9190], [3.2419, 1.6419, 2.9647], [0.3903, 0.5077, 4.0358], [-0.8516, -0.1418, 4.3773], [-1.3579, 4.1358, 2.0125], [-0.1196, 3.4193, 0.9443], [0.3687, 4.2447, 2.4551], [3.8677, 2.4965, 3.2003], [3.5129, 1.2463, 1.9871], [3.3152, 0.8857, 3.7417], [-0.6343, -0.7677, 5.2379], [-1.2062, -0.7505, 3.5474], [-1.5930, 0.6135, 4.6292], [0.9168, 1.1339, -0.5927], [2.0654, 0.6213, -0.9449], [2.6308, -0.0794, -0.0336], [2.6009, 0.8210, -2.2621], [1.9344, 1.6591, -3.1713], [2.4387, 1.8830, -4.4504], [3.6103, 1.2371, -4.7688], [4.2796, 1.3014, -5.9208], [5.4373, 0.4594, -5.7723], [5.3960, -0.0990, -4.4554], [4.2781, 0.3908, -3.8702], [3.8091, 0.1573, -2.6124], [1.0154, 2.1357, -2.8592], [1.9483, 2.5312, -5.1598], [6.3335, 1.0700, -5.8822], [5.3875, -0.3415, -6.5110], [4.3271, -0.4813, -1.9141]],
  "lowdin_charge": [0.34, 0.01, -0.11, -0.01, -0.20, 0.01, -0.02, -0.01, -0.06, -0.27, 1.13, -0.34, -0.12, -0.05, -0.03, -0.04, -0.08, -0.34, -0.09, -0.05, -0.04, -0.04, -0.06, 0.09, 0.16, 0.13, 0.13, 0.13, 0.13, 0.11, 0.12, 0.12, 0.12, 0.11, 0.12, 0.12, 0.12, 0.12, 0.10, -0.03, -0.23, 0.69, -0.21, -0.02, -0.22, -0.04, 0.10, 0.09, 0.10, 0.11, 0.08, 0.10, 0.11, 0.06, 0.10, -0.10, -0.50, -0.03, -0.14, 0.02, 0.05, -0.20, 0.08, -0.07, 0.06, -0.19, 0.10, 0.12, 0.13, 0.15, 0.15, 0.14]
}

---

(2)
{
  "formula": "C2H5N2O",
  "method": "ωB97M-V/def2-TZVPD",
  "gap_ha": [0.322, 0.301],
  "charge": 1,
  "lumo_ha": [-0.2162, -0.2216],
  "species": ["C", "C", "N", "N", "O", "H", "H", "H", "H", "H"],
  "xyz": [[0.3410, -0.7252, -0.2445], [-1.1211, 1.1587, -0.1402], [2.0903, -1.8607, 0.7144], [-0.1066, 0.3020, 0.3169], [2.8199, -2.2705, -0.0352], [-0.1820, -1.3166, -0.9943], [-1.8572, 1.4455, 0.6387], [-1.8933, 0.6746, -0.8223], [-0.6757, 1.9936, -0.4646], [0.5845, 0.5986, 1.0311]],
  "lowdin_charge": [0.11, -0.04, 0.20, -0.06, 0.17, 0.10, 0.12, 0.14, 0.06, 0.18]
}

---

(3)
{
  "formula": "C11H19F6N3O8RhS2",
  "method": "ωB97M-V/def2-TZVPD",
  "multiplicity": 5,
  "s2": 6.01,
  "gap_ha": [0.380, 0.249],
  "charge": 1,
  "lumo_ha": [-0.0878, -0.2260],
  "species": ["Rh", "C", "N", "C", "C", "O", "C", "O", "C", "C", "O", "N", "C", "C", "H", "H", "H", "H", "H", "H", "H", "H", "H", "H", "H", "H", "H", "H", "H", "H", "F", "C", "F", "F", "S", "O", "O", "N", "S", "O", "O", "C", "F", "F", "F", "C", "O", "H", "H", "H"],
  "xyz": [[0.1099, -0.5725, -0.7193], [-4.3583, 1.0754, -0.4958], [-3.8410, 0.2294, 0.5422], [-4.7151, -0.1789, 1.6100], [-2.3816, -0.2524, 0.5108], [-1.8881, 0.0141, -0.6848], [-1.6549, 0.4883, 1.6491], [-0.3203, -0.0105, 1.6283], [0.6686, 0.9310, 2.0105], [1.0531, 1.8085, 0.8263], [0.5193, 1.6057, -0.2802], [1.9595, 2.7529, 1.0295], [2.6251, 2.9269, 2.3199], [2.4628, 3.5455, -0.0913], [-4.5676, 2.0612, -0.0627], [-3.6316, 1.1525, -1.2958], [-5.3099, 0.6635, -0.8414], [-5.1833, 0.7056, 2.0490], [-5.5145, -0.7919, 1.1801], [-4.1717, -0.7582, 2.3467], [-1.6725, 1.5587, 1.4296], [-2.1058, 0.2877, 2.6225], [0.3165, 1.5341, 2.8502], [1.5383, 0.3618, 2.3388], [1.9071, 2.9968, 3.1347], [3.3274, 2.1159, 2.5195], [3.1796, 3.8604, 2.2894], [1.9864, 3.2132, -1.0068], [2.2423, 4.5991, 0.0775], [3.5416, 3.4126, -0.1708], [4.4050, 1.1180, -1.9554], [4.5062, -0.2102, -1.9824], [4.7599, -0.6141, -3.2116], [5.4623, -0.6025, -1.1617], [2.8934, -0.8697, -1.4103], [1.8738, -0.4410, -2.3728], [2.6648, -0.3215, -0.0843], [3.1559, -2.4178, -1.4323], [1.8721, -3.3308, -1.2590], [0.8484, -2.6530, -0.4315], [2.2100, -4.6608, -0.9085], [1.0695, -3.4554, -2.9495], [1.9136, -3.1007, -3.8979], [-0.0083, -2.6629, -3.0059], [0.6835, -4.7044, -3.1293], [-2.9146, -2.5187, -0.0791], [-2.4183, -1.5929, 0.8982], [-3.9964, -2.6340, 0.0227], [-2.4358, -3.4719, 0.1232], [-2.6665, -2.1921, -1.0878]],
  "lowdin_spin": [2.56, 0.08, 0.66, 0.07, 0.04, 0.12, 0.02, 0.05, 0.00, 0.01, 0.07, 0.01, 0.00, 0.00, 0.04, 0.00, 0.02, 0.02, 0.03, 0.00, 0.00, 0.00, 0.00, 0.00, 0.00, 0.00, 0.00, 0.00, 0.00, 0.00, 0.00, 0.00, 0.00, 0.00, 0.01, 0.04, 0.03, 0.00, 0.01, 0.06, 0.01, 0.00, 0.00, 0.01, 0.00, 0.00, 0.03, 0.00, 0.00, 0.00]
}

---

(4)
{
  "formula": "C5H14N2",
  "method": "ωB97M-V/def2-TZVPD",
  "smiles": "CNCCCCN",
  "gap_ha": 0.343,
  "charge": 0,
  "lumo_ha": 0.0382,
  "species": ["C", "C", "C", "C", "N", "C", "N", "H", "H", "H", "H", "H", "H", "H", "H", "H", "H", "H", "H", "H", "H"],
  "xyz": [[-0.5287, 0.4583, -1.7470], [-1.1839, -0.7285, -1.0393], [-0.2508, -1.5860, -0.0682], [0.4490, -0.8191, 0.9989], [-0.3117, 0.2633, 1.6701], [0.5174, 1.3974, 2.0334], [0.9317, 0.4435, -1.8038], [-0.9330, 0.4383, -2.7792], [-0.7831, 1.4067, -1.2777], [-1.9470, -0.2753, -0.4009], [-1.5958, -1.4986, -1.6878], [-0.8780, -2.3567, 0.3791], [0.4537, -2.0038, -0.7958], [0.8030, -1.4772, 1.7990], [1.3713, -0.3703, 0.6395], [-1.0884, 0.6233, 1.1416], [0.9977, 1.1916, 3.0041], [1.3597, 1.6355, 1.3664], [-0.1915, 2.1684, 2.3647], [1.4906, -0.2505, -2.2548], [1.3178, 1.3398, -1.5424]],
  "lowdin_charge": [-0.27, -0.19, -0.19, -0.27, -0.12, -0.16, -0.01, 0.10, 0.10, 0.09, 0.10, 0.10, 0.10, 0.11, 0.08, 0.07, 0.07, 0.07, 0.08, 0.07, 0.07]
}

---

Energy above the lowest of the compared OMol25 structures with the same formula, charge and spin per entry: 0.740, 5.478, 0.726, 1.670 eV
DFT total energy per entry: -105657.62622, -7170.55338, -73538.36093, -8390.94902 eV